[1]
104
Properties=species:S:1:pos:R:3:lowdin_charge:R:1 method="wB97M-V/def2-TZVPD" total_charge=-2 lumo_ev=3.56 orbital_gap_ev=4.24 mol_weight_g_mol=1199.64
Cs 1.56868 0.61025 0.55012 0.8268
Se 0.34083 0.72594 4.58031 -0.2835
Se 2.55067 0.18202 4.94439 -0.2635
Se 3.60224 -0.28559 2.95533 -0.4678
Se 3.88609 -2.54947 2.71244 -0.3040
N -1.75684 1.83581 2.14800 0.1137
C -2.34658 3.03975 2.37100 -0.3611
C -3.42455 3.14023 3.26071 -0.0381
C -4.19358 4.28240 3.31155 -0.1129
C -3.90142 5.35879 2.48630 -0.1262
C -2.77327 5.31883 1.68442 -0.0983
C -1.96258 4.19307 1.64786 -0.3131
P -0.40988 4.07257 0.67729 1.1136
C 0.83928 4.24667 2.00958 -0.3993
C 2.16052 4.39065 1.58280 -0.1287
C 3.18848 4.47122 2.50122 -0.0833
C 2.91096 4.40124 3.85892 -0.0843
C 1.60436 4.25348 4.28754 -0.0994
C 0.56890 4.17447 3.37173 -0.1080
C -0.29263 5.77950 -0.00873 -0.3809
C -0.56502 5.93514 -1.36473 -0.1012
C -0.48531 7.18108 -1.96087 -0.0980
C -0.12706 8.28629 -1.20830 -0.1090
C 0.16420 8.13868 0.13795 -0.0933
C 0.08300 6.89455 0.73742 -0.0878
H -0.88494 1.84505 1.63445 -0.0171
H -1.72005 1.18029 2.91981 0.0062
H -3.64214 2.29146 3.89324 0.1099
H -5.04160 4.33012 3.98281 0.0924
H -4.53146 6.23759 2.48917 0.0841
H -2.53308 6.17851 1.07252 0.0928
H 2.36968 4.43668 0.52056 0.0994
H 4.21011 4.58666 2.16333 0.1007
H 3.71322 4.45692 4.58200 0.1000
H 1.38360 4.17432 5.34232 0.1024
H -0.43961 4.03211 3.73437 0.0949
H -0.82203 5.06318 -1.94946 0.0993
H -0.69915 7.29639 -3.01399 0.0954
H -0.06940 9.26326 -1.66953 0.0916
H 0.45248 9.00370 0.72141 0.0964
H 0.31912 6.78672 1.78763 0.1119
C 2.37819 3.07440 -3.76503 -0.1855
Si 2.65921 1.56003 -2.61548 0.1380
C 4.23599 2.10978 -1.66097 -0.1881
C 3.27922 0.13300 -3.74297 -0.1754
O 1.43857 1.18001 -1.72708 -0.8253
H 3.27258 3.35157 -4.31620 0.0068
H 2.07758 3.93651 -3.17614 0.0030
H 1.58829 2.88004 -4.48335 0.0051
H 5.05487 2.34717 -2.33653 0.0136
H 4.60061 1.33283 -0.98847 0.0157
H 4.03080 3.00592 -1.07628 0.0051
H 3.92907 0.46683 -4.54815 0.0087
H 2.43247 -0.38360 -4.18655 0.0076
H 3.83260 -0.59706 -3.15738 0.0071
C -1.57614 -3.71461 0.30766 -0.5303
P -0.64261 -2.11056 0.04750 1.0023
C 0.17180 -2.58627 -1.52222 -0.3869
C 1.55949 -2.66261 -1.53039 -0.1040
C 2.22359 -3.07134 -2.67143 -0.0967
C 1.51386 -3.40306 -3.81103 -0.0956
C 0.12960 -3.33142 -3.81182 -0.0879
C -0.53881 -2.92494 -2.67131 -0.1089
C -2.06392 -1.11338 -0.53111 -0.3827
C -2.01274 -0.34598 -1.69052 -0.0912
C -3.11559 0.39087 -2.08444 -0.0809
C -4.27175 0.39545 -1.32048 -0.1021
C -4.30542 -0.30994 -0.12877 -0.0969
C -3.20557 -1.04683 0.26669 -0.1157
P -0.54159 -4.81372 1.38911 1.0439
C -1.52020 -6.36972 1.36672 -0.3971
C -2.88377 -6.46011 1.11253 -0.1004
C -3.53302 -7.68059 1.19232 -0.1057
C -2.83497 -8.82428 1.54044 -0.1152
C -1.47879 -8.74182 1.82041 -0.0975
C -0.83306 -7.52524 1.74053 -0.1112
C 0.71309 -5.34044 0.15918 -0.4053
C 2.04413 -5.03027 0.40451 -0.1225
C 3.02072 -5.40458 -0.50269 -0.0882
C 2.67436 -6.09036 -1.65349 -0.1063
C 1.34693 -6.41269 -1.89473 -0.0941
C 0.36972 -6.04309 -0.99209 -0.0991
H -1.83043 -4.18604 -0.64768 0.0511
H -2.48407 -3.48837 0.87170 0.0211
H 2.11876 -2.42851 -0.63470 0.0901
H 3.30074 -3.12637 -2.67752 0.1110
H 2.04188 -3.72138 -4.69985 0.0998
H -0.42596 -3.59173 -4.70546 0.0954
H -1.62119 -2.85767 -2.67610 0.1062
H -1.10775 -0.31326 -2.27837 0.0995
H -3.06958 0.96625 -2.99855 0.1002
H -5.13814 0.95976 -1.64115 0.0927
H -5.18981 -0.28638 0.49497 0.0975
H -3.23157 -1.56271 1.21748 0.0980
H -3.44544 -5.57614 0.84604 0.0904
H -4.59312 -7.73985 0.98108 0.0941
H -3.34621 -9.77567 1.59908 0.0899
H -0.92871 -9.63005 2.10390 0.0966
H 0.22353 -7.45106 1.96199 0.1066
H 2.31928 -4.47991 1.29648 0.0159
H 4.05009 -5.14318 -0.30505 0.1088
H 3.43346 -6.37487 -2.37029 0.0980
H 1.07448 -6.95202 -2.79335 0.0975
H -0.66390 -6.30724 -1.18005 0.1068



[2]
115
Properties=species:S:1:pos:R:3:lowdin_charge:R:1 method="wB97M-V/def2-TZVPD" total_charge=-2 lumo_ev=3.80 orbital_gap_ev=4.49 mol_weight_g_mol=958.59 de_lowest_ev=0.000
K -0.69046 0.15040 0.91289 0.6997
C 3.30820 4.35676 -0.21097 -0.1019
C 4.40918 4.49524 -1.13576 -0.1196
C 4.54626 3.66381 -2.19315 -0.0513
C 3.59706 2.60824 -2.39541 -0.1683
N 2.57590 2.47884 -1.43014 0.0404
C 2.42173 3.35313 -0.41033 -0.0719
C 3.41063 1.64508 -3.33046 -0.1634
C 4.03711 1.31644 -4.57560 -0.0538
C 3.51856 0.34058 -5.34969 -0.1172
C 2.35836 -0.41176 -4.91704 -0.0558
C 1.80173 -0.12999 -3.71101 -0.1837
N 2.28339 0.87456 -2.94072 0.0965
C 0.71673 -0.97681 -3.13829 -0.2514
C -0.56281 -0.96553 -3.68026 -0.0278
C -1.52982 -1.76409 -3.10117 -0.0735
C -1.17900 -2.57532 -2.03398 -0.0715
C 0.14124 -2.56139 -1.60685 -0.1340
N 1.07601 -1.77808 -2.13182 0.1355
H 3.17470 5.03328 0.62020 0.0760
H 5.13701 5.28434 -0.98495 0.0834
H 5.36844 3.77973 -2.88867 0.0948
H 1.54145 3.17299 0.19356 0.0957
H 4.91268 1.87394 -4.88583 0.0967
H 3.98863 0.10010 -6.29627 0.0812
H 1.98737 -1.25123 -5.48712 0.0916
H -0.79174 -0.29181 -4.49470 0.1109
H -2.55263 -1.73541 -3.45719 0.0979
H -1.90772 -3.18622 -1.51976 0.0893
H 0.46467 -3.18593 -0.77743 0.1046
N -1.13922 -4.83964 6.53750 0.0802
C -1.65490 -3.80959 5.71928 -0.3254
C -0.97629 -3.41683 4.56781 -0.0175
C -1.47075 -2.38940 3.78532 -0.0487
C -2.66198 -1.76066 4.13060 -0.2938
C -3.36978 -2.18520 5.23995 -0.0781
C -2.86661 -3.20167 6.03816 -0.0513
S -3.13152 -0.28601 3.24848 0.5553
O -4.31464 0.24480 3.88230 -0.3275
O -1.92954 0.53578 3.32322 -0.4133
N -3.25770 -0.64404 1.71226 -0.1555
C -4.16584 -1.52965 1.25902 -0.4631
N -5.01685 -2.16363 2.10320 0.1215
C -5.84458 -3.04883 1.57959 -0.1673
C -5.88887 -3.34806 0.22822 -0.1006
C -4.98096 -2.64754 -0.55739 -0.1829
N -4.13307 -1.76079 -0.08087 0.1161
H -0.13836 -4.92925 6.43635 0.0747
H -1.36888 -4.69814 7.51058 0.0717
H -0.03716 -3.88017 4.28374 0.1100
H -0.87720 -2.07682 2.93348 0.0929
H -4.29705 -1.68628 5.49074 0.1105
H -3.40710 -3.51370 6.92559 0.1028
H -6.51005 -3.54787 2.28110 0.0972
H -6.57239 -4.07602 -0.18471 0.0758
H -4.93826 -2.81770 -1.63212 0.0938
C 4.19673 -2.76762 2.58580 -0.0167
C 3.40136 -2.00800 1.53703 -0.5230
C 3.58000 -2.63679 0.15896 -0.0205
O 3.88925 -0.66336 1.50118 -0.0468
C 1.88447 -1.98568 1.89772 -0.6374
O 1.30005 -3.07661 1.98095 -0.0055
O 1.39477 -0.83420 2.07544 -0.1554
H 5.23975 -2.85088 2.26942 0.0804
H 3.77478 -3.76488 2.71098 0.0854
H 4.16740 -2.24851 3.54936 0.0615
H 4.63706 -2.60799 -0.11906 0.0801
H 3.00478 -2.09729 -0.59394 0.0646
H 3.23570 -3.67285 0.17231 0.0839
H 3.08340 -0.15110 1.28220 0.0922
C 5.25968 2.52835 6.31942 -0.0543
C 4.89441 2.31179 4.84819 -0.5148
C 6.02294 1.52100 4.17261 -0.0433
C 4.81499 3.67569 4.15031 -0.0438
C 3.54323 1.52993 4.68611 -0.4333
O 3.33238 1.31224 3.31364 -0.0187
C 3.57938 0.20271 5.48336 -0.0910
C 2.41463 -0.77658 5.20339 -0.1166
C 1.28355 -0.75603 6.20571 -0.2167
C 1.47638 -1.19332 7.51527 -0.0455
C 0.43343 -1.20923 8.42941 -0.1231
C -0.81583 -0.76443 8.02388 -0.6656
Cl -2.14450 -0.80151 9.16425 0.6149
C -1.03783 -0.31081 6.73937 -0.0846
C 0.01378 -0.32803 5.83272 -0.0240
C 2.29853 2.30921 5.16727 -0.0220
N 1.77080 3.30089 4.24433 -0.1038
C 1.18239 3.12006 3.04539 -0.1275
N 0.74367 4.26978 2.57600 0.0904
C 1.07255 5.13802 3.56044 -0.2425
N 1.68928 4.60293 4.59220 0.0787
H 6.16996 3.13091 6.38049 0.0808
H 5.45243 1.58581 6.83693 0.0754
H 4.47840 3.06502 6.86223 0.0783
H 6.95276 2.08950 4.25048 0.0804
H 5.80498 1.36216 3.11633 0.0925
H 6.19539 0.54908 4.63985 0.0736
H 5.81502 4.11607 4.10298 0.0801
H 4.16858 4.37247 4.68215 0.0646
H 4.44265 3.56455 3.13107 0.0876
H 3.66261 0.44804 2.99769 0.0744
H 3.60862 0.43177 6.55283 0.1128
H 4.52098 -0.29878 5.25194 0.1032
H 2.81790 -1.79377 5.19701 0.1129
H 2.00835 -0.60946 4.20494 0.0977
H 2.45776 -1.54090 7.82291 0.1114
H 0.57985 -1.56193 9.44182 0.0923
H -2.01734 0.03221 6.43178 0.1125
H -0.17940 -0.00945 4.81539 0.1047
H 2.48259 2.82434 6.10799 0.1268
H 1.50128 1.59390 5.34016 0.1117
H 1.13759 2.14542 2.58200 0.1263
H 0.85569 6.19354 3.51777 0.0903
N 0.51345 1.15992 -1.26134 -0.0061
C 1.58824 1.44540 -1.76505 -0.4661